# 1
DFT (ωB97M-V with the def2-TZVPD basis set) results for a structure of composition C22H36IN6O5P2Re.

Calculated values
* highest occupied orbital energy (alpha / beta): -17.114 / -17.090 eV
* relative energy (zero: lowest compared OMol25 entry of this formula, charge and spin): 0.00 kcal per mole
* charge: +3
* LUMO (alpha / beta): -10.53 / -10.15 eV
* HOMO-LUMO gap (alpha / beta): 6.585 / 6.942 eV
* 2S+1: 2
* electronic energy: -71363.3316 eV

Structure (XYZ):
```
73
Properties=species:S:1:pos:R:3:forces:R:3:mulliken_charge:R:1
N 0.1786 2.5343 0.8343 -0.19 -0.05 0.07 0.7520
N -3.8909 1.5708 -1.0400 0.21 -0.04 0.13 0.3572
O 1.0750 0.2436 -2.0173 0.19 -0.14 -0.19 -0.9426
H -3.7137 -1.5000 2.4984 0.00 0.00 0.00 0.3607
N 1.6518 -1.9896 -0.7597 0.15 -0.14 0.11 0.2702
C 4.7051 -0.1104 -1.6115 -0.10 -0.10 0.04 0.5173
H -0.3509 -0.6406 4.3047 0.02 0.01 0.01 0.3478
O 5.5671 -2.3651 -1.3972 0.12 -0.08 -0.11 -0.5355
H 2.9034 -3.4554 1.1499 0.01 0.01 0.00 0.5847
C 0.8970 -6.0293 0.2256 0.01 -0.01 0.01 -0.6335
H 6.0715 1.3675 -2.3612 0.01 -0.03 0.00 0.4057
I -0.8083 -2.9997 -2.3954 0.03 0.00 0.13 0.0724
H -4.4908 2.6391 0.6890 0.00 0.02 0.01 0.2882
H 0.7158 -7.0713 0.4511 -0.01 0.00 -0.01 0.4451
H -4.1615 3.6404 -0.7412 -0.01 0.00 0.00 0.3303
H 2.0484 1.5490 1.0017 0.00 0.02 -0.01 0.2686
C 0.3783 -4.0641 -1.0085 0.05 -0.09 0.04 0.3607
C -4.5839 2.6973 -0.3942 -0.03 -0.04 0.04 -1.0264
H 3.6520 -2.4386 -0.7846 -0.02 0.03 -0.02 1.3595
Re -0.0281 -0.8309 -1.0855 -0.02 0.65 -0.11 2.1801
C -1.5868 1.7563 3.8070 0.01 0.05 -0.02 -0.9457
C 5.0325 1.0752 -2.2552 0.03 -0.02 0.10 -0.8788
C 3.3365 -0.4164 -1.5056 0.13 -0.05 -0.03 -0.1046
C 2.1340 -3.9955 0.6132 -0.04 -0.03 -0.01 -0.2865
O 0.0278 -0.0217 0.7196 -0.13 -0.24 0.04 -0.4165
N 4.1433 1.9186 -2.7702 -0.04 0.09 -0.06 -0.5256
H -3.3699 -2.4840 1.0643 0.01 0.01 0.02 0.3189
H -2.1854 -1.2905 1.6589 0.02 -0.01 -0.03 -0.0254
O -2.1054 1.4552 0.8306 0.01 -0.15 0.10 0.5186
H 2.3870 3.5709 -3.4713 0.00 -0.01 0.00 0.4069
H -1.5037 3.8225 0.7445 -0.01 0.00 -0.01 0.1775
C 1.8871 -5.3308 0.9006 0.02 0.03 0.01 -0.8213
H -0.6561 -5.9359 -1.2571 0.00 0.00 0.00 0.4370
C 2.8477 1.6534 -2.7103 -0.05 0.05 -0.04 0.5934
P -0.6289 1.2296 1.3684 0.01 0.03 -0.03 -1.0144
C -4.0316 1.5001 -2.5028 0.00 -0.04 -0.02 -0.9329
H 2.4746 -5.8282 1.6597 0.01 0.00 0.01 0.4440
H 1.5889 2.2546 -4.3269 -0.01 -0.01 0.00 0.3562
H -2.2186 2.4155 3.2139 -0.02 -0.01 0.01 0.2379
H -5.7177 -1.4744 0.5869 -0.01 0.01 0.00 0.3616
C 2.4329 0.4823 -2.0713 -0.21 -0.06 0.11 0.5530
N -3.8787 -0.4758 0.6761 0.06 0.21 -0.10 0.5471
H 6.1603 -2.6214 -2.1124 0.00 0.00 0.05 0.3133
H -5.7538 0.1666 -0.0613 0.00 -0.01 0.03 0.3217
H 5.7666 -0.9514 0.0502 0.01 0.02 -0.02 0.2884
H 0.9870 2.7439 -2.7423 0.00 0.00 0.00 0.2807
H -5.6891 -0.0891 1.6985 0.00 -0.01 0.00 0.3380
H -5.0911 1.5187 -2.7554 0.01 -0.01 -0.02 0.3200
H 0.8163 -0.5100 2.9786 -0.01 -0.01 0.02 0.1330
H -5.6427 2.6647 -0.6490 0.00 0.02 0.00 0.4249
H -3.5985 0.5784 -2.8823 0.00 0.02 -0.02 0.2976
C -0.4276 3.8799 0.8815 0.00 0.01 -0.04 -0.9243
H 1.9127 3.0423 1.9561 0.02 0.00 0.00 0.3320
H 6.7582 -0.6502 -1.3630 -0.01 -0.02 0.00 0.4918
C -3.2468 -1.4967 1.5133 0.03 0.01 0.10 -0.5970
C 1.8893 2.6137 -3.3402 -0.01 0.00 0.01 -1.3064
P -3.0006 0.5466 -0.1977 -0.12 0.14 -0.10 -0.4058
H 0.8372 0.6771 4.3002 0.01 -0.02 0.00 0.3317
H -0.2058 4.3752 1.8284 -0.01 0.01 -0.01 0.3191
H -2.2248 1.1280 4.4277 0.00 0.02 0.01 0.3700
H 2.0774 3.1245 0.1927 0.01 0.00 0.01 0.3549
H -0.9485 2.3632 4.4496 -0.02 0.01 0.00 0.3523
N -0.7648 0.8925 2.9407 0.06 0.03 -0.22 0.5262
C 0.1229 -5.3942 -0.7375 -0.06 0.06 -0.07 -0.5607
C 1.3850 -3.3526 -0.3628 -0.03 0.02 -0.04 0.3261
H -3.5357 2.3530 -2.9658 -0.02 0.00 -0.01 0.3212
C 1.6400 2.5596 1.0157 0.02 -0.04 0.04 -1.0536
C -5.3514 -0.4588 0.7307 -0.03 -0.02 -0.08 -1.0279
C 5.7803 -1.0092 -1.0418 0.03 0.05 0.05 -0.9182
H -0.0075 4.4709 0.0690 0.00 0.01 0.01 0.3760
C 0.1990 0.0554 3.6714 0.01 -0.04 -0.01 -0.7826
C 2.8934 -1.6798 -0.9539 -0.07 0.12 -0.02 -0.0770
O -1.9620 -0.1691 -1.0703 -0.06 -0.23 0.13 -0.9280
```
Forces are in eV/Å.

---

# 2
DFT (ωB97M-V with the def2-TZVPD basis set) results for a structure of composition C22H36N4OScTe in a non-equilibrium geometry.

Calculated values
* highest occupied orbital energy: -17.900 eV
* relative energy (zero: lowest compared OMol25 entry of this formula, charge and spin): 0.00 kcal per mole
* charge: +3
* LUMO: -9.92 eV
* HOMO-LUMO gap: 7.978 eV
* 2S+1: 1
* electronic energy: -59378.0519 eV

Structure (XYZ):
```
65
Properties=species:S:1:pos:R:3:forces:R:3:nbo_charge:R:1
H -3.3450 -4.0820 -3.2556 0.12 0.35 0.06 0.2228
N 1.3218 5.5432 -1.9433 0.09 0.70 -0.06 -0.5547
O 0.8761 3.3606 -1.6807 0.07 -2.15 -0.03 -0.8685
H -1.0227 -0.1086 -3.7316 0.45 -0.53 0.78 0.2417
C -3.6099 -3.8544 -0.4926 -0.25 0.58 -0.11 -0.5991
H 3.9041 1.3107 -5.5093 0.07 -0.03 0.24 0.2710
H -0.0560 -2.1543 5.7005 0.02 0.11 0.08 0.2500
C 1.0622 1.7849 1.7249 -0.19 -0.43 -0.26 0.0657
C -2.3033 -4.0059 -1.2860 -0.06 -0.18 -0.73 -0.1011
C -0.4148 -0.2986 4.6228 0.11 0.02 -0.07 -0.1023
C -1.6803 -2.6065 -1.4400 0.36 -0.72 -0.65 0.1781
H 1.6688 2.6746 1.5161 -0.10 -0.46 0.27 0.2264
C 3.0112 1.5094 -4.9163 -0.19 -0.10 -0.21 -0.8034
C -0.0749 0.2517 3.2324 -0.13 -0.38 -0.43 0.1490
H -0.0108 -2.3671 3.9742 -0.46 -0.45 -0.64 0.2015
H -1.1438 -4.5294 0.5137 -0.12 -0.08 -0.41 0.1971
H -0.1348 0.1984 6.6974 0.04 -0.07 0.11 0.2509
H 2.7034 4.6125 -0.7000 0.19 -0.12 0.27 0.2030
C 4.7438 1.6625 -2.2745 -0.52 0.28 0.68 -0.7996
H -1.2033 5.6509 -2.4270 0.14 -0.32 -0.16 0.4387
H 2.1588 1.1729 -5.5163 0.08 0.03 0.36 0.2551
N -0.5668 -0.0233 -1.6490 -0.18 0.27 0.55 -0.6856
H -1.7412 -4.8473 -3.2732 -0.02 -0.02 0.15 0.2216
H 5.7579 1.3209 -2.4936 -0.34 -0.17 -0.11 0.2784
H -0.4125 -5.1061 -0.9672 0.38 0.00 -0.44 0.2236
C -1.2822 -1.9186 -0.3071 0.55 1.62 -0.14 -0.1996
C 0.1312 0.6234 5.7344 -0.02 -0.18 -0.30 -0.6182
C 0.4577 4.5279 -1.9992 -0.14 1.26 -0.25 0.8159
H 4.5873 1.6749 -1.1718 0.26 0.02 -0.79 0.2304
H 3.3682 4.9646 -2.3120 -0.33 0.00 -0.04 0.2134
Sc 1.0605 1.3253 -1.4256 -0.73 1.95 -0.07 1.9883
H 1.2558 1.8808 3.7927 0.08 0.10 0.56 0.2562
C 0.7987 1.3311 3.0003 -0.33 0.13 -0.31 -0.1753
H 1.3141 -1.5913 4.7327 0.41 -0.01 0.20 0.2196
H -1.3510 -2.4078 0.6501 -0.11 0.14 0.08 0.2521
H -1.8129 -5.8821 -0.3123 -0.51 -0.63 -0.11 0.2513
C 2.7193 5.3262 -1.5080 0.02 0.60 -0.07 -0.4152
Te 3.2216 0.3009 -3.1064 0.92 0.93 -0.47 0.4811
H -4.0790 -4.8153 -0.3200 0.06 -0.26 -0.05 0.2518
C -0.6418 -0.3716 2.0892 0.20 1.23 -0.79 -0.1436
C -0.3483 0.1211 0.7855 1.50 -0.52 2.55 0.1510
C 0.2382 -1.6893 4.7619 0.28 0.51 0.19 -0.5945
H -3.4707 -3.3838 0.4799 0.16 -0.04 0.12 0.2027
C -0.7432 -0.6146 -0.4158 -0.81 -1.55 -0.93 0.1663
H 3.1667 6.2669 -1.1455 -0.49 -0.37 -0.15 0.2612
H -3.1593 -5.5961 -2.4924 0.46 0.14 0.06 0.2534
N -0.8104 4.7130 -2.4003 0.08 0.14 0.34 -0.7648
C -0.9828 -0.6733 -2.7746 -0.02 -0.39 0.54 0.0688
H -1.6373 -2.4758 -3.6227 -0.27 -0.12 0.16 0.2685
C -1.4298 -1.9818 -2.6822 -0.47 0.37 -0.40 -0.2174
C -1.9504 -0.4603 4.7763 0.44 0.75 0.35 -0.6034
N 0.5687 1.1483 0.6400 -0.86 -0.50 -0.58 -0.6806
H -2.4409 0.5197 4.7093 -0.04 -0.28 -0.08 0.2247
H 1.2287 0.7494 5.7167 -0.47 -0.16 -0.07 0.2193
C -1.3635 -4.9307 -0.4954 0.37 1.00 0.86 -0.5972
H -4.3274 -3.2357 -1.0339 -0.03 -0.02 -0.07 0.2244
H -2.1333 -0.8487 5.7761 -0.05 0.00 0.05 0.2493
H -0.3455 1.5984 5.6823 0.01 0.22 0.01 0.2199
H 2.9409 2.5814 -4.6963 -0.03 -0.42 0.16 0.2390
C -2.6257 -4.6490 -2.6627 -0.36 -0.19 0.39 -0.6257
H -1.4778 3.9487 -2.3704 0.34 0.28 0.05 0.4266
H 1.0418 6.5259 -2.1556 0.13 -1.42 0.15 0.4484
H -2.4030 -1.1613 4.0860 -0.01 -0.08 -0.24 0.2057
H -1.3479 -1.1858 2.2617 0.27 0.34 -0.29 0.2456
H 4.5767 2.6756 -2.6907 0.00 -0.71 0.18 0.2404
```
Forces are in eV/Å.

---

# 3
DFT (ωB97M-V with the def2-TZVPD basis set) results for a cluster of 2 separate species, C22H37BN4O9 in total.

Calculated values
* highest occupied orbital energy: -9.549 eV
* charge: 0
* LUMO: -0.09 eV
* HOMO-LUMO gap: 9.459 eV
* 2S+1: 1
* electronic energy: -48483.1298 eV

Structure (XYZ):
```
73
Properties=species:S:1:pos:R:3:forces:R:3:mulliken_charge:R:1
C -0.1371 0.1578 -1.8582 -0.49 0.29 0.02 -0.2292
H -0.3886 -0.7291 -1.2700 0.16 0.11 -0.01 0.1845
H 0.7123 0.5954 -3.7750 0.14 -0.03 0.08 0.0917
C -2.5772 -2.8380 1.6752 0.04 0.06 -0.23 -0.7173
O -3.9932 -3.6804 -1.6819 0.06 0.15 -0.04 -0.4240
H -0.5228 -0.4230 -5.5267 -0.06 -0.10 0.05 0.3960
H -0.9330 -2.4439 -2.2321 0.10 -0.02 -0.05 -0.2062
O 2.0954 2.3693 4.5499 0.10 0.13 0.00 -0.5030
H -1.9745 -3.2155 -0.3632 -0.10 0.02 0.06 0.1940
H -0.4561 -2.5152 1.3315 0.01 -0.04 0.13 0.2516
C -0.8597 -1.1681 -4.7980 0.05 0.17 0.11 -1.5535
H -3.3361 -1.8566 -2.4633 -0.04 -0.10 -0.04 0.0552
H -1.7071 -0.2969 3.1798 0.15 0.02 -0.13 0.3963
C 0.2664 -1.4970 -3.8116 -0.01 0.02 -0.06 0.4696
C 2.1339 2.5201 0.0062 -0.22 -0.06 -0.19 -1.2456
H 1.7741 3.9562 -2.4288 -0.06 0.01 0.15 0.4099
H 2.7131 0.6690 0.7591 0.04 -0.01 0.40 0.3307
H 2.3509 1.7035 -1.9866 -0.35 -0.28 -0.09 0.4308
H 0.0888 -2.6671 3.9127 -0.06 0.04 -0.07 0.4383
H 1.7676 -0.3459 -2.7407 -0.17 -0.11 0.10 0.4503
O 3.9867 3.9034 4.2907 -0.09 0.01 -0.13 -0.5535
H -4.9702 -2.3650 -2.9630 0.09 -0.01 0.04 0.3676
C -0.1086 -2.6770 -2.9119 0.02 -0.07 -0.16 -1.1114
C -3.9602 -2.7238 -2.7239 0.03 0.01 0.05 -0.4490
C 1.5467 2.1181 -1.3665 0.27 0.58 -0.02 -0.0646
H 0.4045 3.9498 -1.2962 -0.01 -0.09 -0.09 0.4430
H 3.1715 2.8492 -0.0183 -0.12 -0.12 -0.04 0.4906
H 1.1403 -1.8095 -4.3972 -0.15 0.03 -0.01 0.3318
H -1.6594 -2.5223 4.1367 0.21 -0.05 0.05 0.3657
C 3.3809 0.6241 3.7273 -0.14 -0.05 0.01 0.6524
H -0.9103 -0.2330 0.7318 0.08 -0.04 -0.01 0.1537
H -0.8298 -4.0003 2.1789 0.01 0.09 -0.12 0.4901
H -1.1791 -2.0584 -5.3451 0.00 0.08 0.06 0.4415
N -1.2574 3.0384 -3.0030 0.18 -0.01 -0.02 -0.6044
H -3.0588 -2.0139 2.2155 -0.06 -0.15 -0.05 0.2943
H -4.8167 -2.2644 -0.4204 0.01 -0.10 0.05 0.2884
B 3.1443 2.9060 3.6405 -0.01 -0.11 0.23 1.1870
H 0.7499 -3.0349 -2.3346 -0.12 0.11 0.07 0.3455
H -1.0809 0.6067 -2.1801 0.07 -0.08 -0.02 -0.0435
C -1.1033 -2.9428 2.1107 -0.01 -0.04 0.11 -0.6658
H -0.4523 -3.5126 -3.5304 0.09 0.08 0.07 0.4942
H 0.4489 2.9370 -4.1773 -0.03 0.01 0.05 0.4575
H -0.3997 -0.3542 4.3501 -0.45 -0.27 0.14 0.4405
H -1.7307 -0.7471 -4.2803 0.05 -0.13 -0.06 0.2682
H -2.5921 -1.5754 -0.0797 0.11 -0.13 -0.08 0.1104
H -4.5263 -3.8675 0.2614 0.10 0.01 -0.13 0.4338
C 0.7232 -0.2291 -3.0539 0.14 -0.08 -0.16 -0.5714
O 1.4195 0.3003 5.1355 0.31 0.24 0.36 -0.6614
C 0.3560 -0.1871 2.4911 0.08 0.10 -0.11 -0.6518
H -3.0896 -3.7635 1.9566 -0.03 0.16 0.10 0.4822
H -1.7528 2.8547 -3.8757 0.03 0.02 0.01 0.2801
N 0.5530 1.1012 -0.9577 0.42 -0.13 0.10 0.3019
H 0.6495 0.7844 2.8875 0.01 -0.16 -0.14 0.4678
C 3.9159 5.0552 3.6268 0.09 0.05 0.08 0.3000
O 2.6489 5.6461 1.6042 -0.07 -0.03 -0.17 -0.6093
C -0.0051 3.0831 -3.1887 -0.03 -0.01 -0.01 -0.2094
H 1.5270 3.3256 0.4292 0.23 -0.13 -0.04 0.3738
C 0.7786 0.7784 0.3220 0.16 0.14 0.15 0.2838
C 0.9381 3.3604 -2.0468 -0.07 -0.18 -0.05 -0.8226
H 1.2339 -0.8408 2.4858 -0.07 0.08 0.14 0.4261
N -0.0216 0.0904 1.0882 -0.05 -0.52 -0.01 0.0432
C 2.9551 4.8391 2.4297 0.09 0.00 0.23 0.6873
C -2.7476 -2.6388 0.1590 0.10 -0.03 0.15 0.1312
O 2.5340 3.5791 2.4854 0.02 0.25 0.16 -0.3318
C 2.1864 1.0618 4.6094 -0.06 -0.31 -0.10 0.6388
O 3.9048 1.7124 3.2045 0.20 0.10 0.00 -0.5293
C -0.7285 -0.7509 3.3878 -0.08 0.13 0.14 -1.0686
H -3.5309 -3.2027 -3.6070 -0.09 0.03 0.10 0.2194
N 1.9472 1.3328 0.8659 -0.49 0.27 -0.74 0.0751
O 4.4855 6.0676 3.8932 -0.03 -0.03 -0.03 -0.5634
C -0.8288 -2.2741 3.4645 -0.11 0.09 -0.27 -1.0711
O 3.6949 -0.5112 3.5018 0.04 0.05 -0.10 -0.6256
C -4.1017 -3.0995 -0.3924 -0.16 0.10 0.01 -0.7789
```
Forces are in eV/Å.